Density functional theory data (ωB97M-V with the def2-TZVPD basis set) for a molecular structure, C33H47MgN4OS5Si4.

As for the spin multiplicity: 1. The total charge is -1. The HOMO-LUMO gap comes out at 6.07 eV.

Positions of all 95 atoms, in Å:
Mg  0.678  0.328  0.298
C  -0.405  0.365  4.868
Si  -1.022  -1.038  3.785
C  0.356  -2.335  3.708
C  -2.431  -1.884  4.718
Si  -1.453  -0.359  1.602
Si  -3.118  1.285  1.479
C  -4.833  0.606  1.891
C  -2.853  2.777  2.581
C  -3.160  1.897  -0.309
Si  -2.333  -2.224  0.484
C  -3.207  -1.739  -1.116
C  -0.990  -3.472  0.026
C  -3.617  -3.215  1.463
H  -0.100  0.006  5.857
H  -1.178  1.130  5.008
H  0.455  0.861  4.403
H  0.727  -2.599  4.706
H  1.204  -1.973  3.118
H  -0.010  -3.253  3.231
H  -2.150  -2.090  5.756
H  -2.692  -2.834  4.238
H  -3.335  -1.262  4.729
H  -4.878  0.294  2.941
H  -5.067  -0.271  1.275
H  -5.616  1.356  1.727
H  -2.926  2.513  3.643
H  -3.584  3.567  2.373
H  -1.853  3.184  2.406
H  -3.623  1.159  -0.972
H  -2.139  2.067  -0.667
H  -3.710  2.840  -0.408
H  -2.552  -1.128  -1.745
H  -4.112  -1.156  -0.906
H  -3.502  -2.625  -1.691
H  -0.273  -3.013  -0.661
H  -1.418  -4.359  -0.458
H  -0.440  -3.803  0.916
H  -4.337  -2.548  1.953
H  -3.142  -3.818  2.246
H  -4.175  -3.892  0.804
C  2.927  -0.268  -5.635
C  3.121  -0.502  -4.173
C  3.474  -1.691  -3.621
C  3.591  -1.761  -2.217
N  3.339  -0.737  -1.437
C  2.986  0.455  -1.980
S  2.603  1.800  -1.049
N  2.951  0.552  -3.346
C  4.003  -3.040  -1.562
H  3.304  -1.111  -6.206
H  3.449  0.639  -5.948
H  1.862  -0.145  -5.852
H  3.620  -2.565  -4.240
H  2.628  1.440  -3.701
H  3.517  -3.892  -2.038
H  3.745  -3.010  -0.506
H  5.085  -3.167  -1.652
C  -4.666  -1.756  -9.158
C  -3.805  -1.698  -7.918
O  -4.229  -1.500  -6.815
S  -2.059  -1.933  -8.283
C  -1.343  -1.643  -6.686
C  -1.033  -2.709  -5.853
C  -0.559  -2.474  -4.570
C  -0.400  -1.170  -4.092
C  -0.694  -0.104  -4.958
C  -1.160  -0.336  -6.243
C  0.032  -0.898  -2.751
C  0.376  -0.622  -1.609
H  -5.536  -2.382  -8.963
H  -4.113  -2.135  -10.017
H  -5.018  -0.746  -9.377
H  -1.180  -3.723  -6.204
H  -0.337  -3.305  -3.911
H  -0.577  0.908  -4.589
H  -1.400  0.492  -6.899
S  1.369  5.006  7.069
C  1.658  4.416  5.535
S  0.363  4.040  4.454
C  1.495  3.426  3.225
N  2.717  3.530  3.633
N  2.821  4.092  4.905
C  4.168  4.235  5.378
C  4.527  5.117  6.395
C  5.858  5.216  6.786
C  6.842  4.455  6.177
C  6.483  3.584  5.158
C  5.162  3.473  4.756
S  0.951  2.841  1.722
H  3.778  5.717  6.878
H  6.119  5.910  7.577
H  7.876  4.543  6.489
H  7.239  2.984  4.665
H  4.880  2.807  3.957

Cartesian forces, eV/Å:
0.05 0.44 -0.07
0.05 0.22 -0.06
0.10 -0.18 0.16
0.06 -0.12 -0.06
-0.23 -0.02 -0.08
0.07 -0.05 0.12
-0.11 -0.06 -0.14
-0.11 -0.18 0.00
0.19 0.08 0.23
-0.01 0.02 -0.11
-0.14 -0.19 -0.04
-0.02 0.18 -0.10
0.19 -0.05 0.07
-0.09 0.06 0.22
-0.04 -0.01 -0.07
0.09 -0.06 0.00
-0.09 -0.04 0.05
-0.06 0.04 -0.07
-0.04 -0.03 0.06
0.06 0.10 0.05
0.02 0.02 -0.08
0.00 0.13 0.09
0.09 -0.07 0.02
0.00 0.02 -0.11
0.00 0.12 0.08
0.09 -0.04 0.01
0.01 0.04 -0.13
0.01 -0.12 -0.01
-0.04 0.01 0.02
0.07 0.07 0.06
-0.06 0.03 -0.01
0.01 -0.09 0.05
-0.07 -0.05 0.04
0.09 -0.09 -0.04
0.03 0.04 0.08
-0.04 -0.05 0.03
-0.01 0.09 0.05
-0.08 0.03 -0.12
0.07 -0.12 -0.05
-0.07 0.07 -0.11
0.08 0.04 0.03
-0.05 0.07 0.04
0.14 0.04 -0.23
-0.04 -0.18 -0.08
-0.11 0.09 0.05
0.11 0.20 0.06
0.16 -0.11 0.08
-0.03 -0.22 0.10
-0.13 -0.06 0.19
-0.05 0.00 0.08
-0.01 -0.01 -0.02
-0.01 -0.03 -0.02
0.02 -0.02 0.02
0.03 0.05 0.00
0.00 0.04 -0.06
0.03 0.00 0.00
0.00 -0.01 -0.03
-0.02 -0.02 -0.03
0.03 -0.01 -0.01
0.06 -0.02 0.07
0.00 0.01 -0.11
0.04 0.04 0.01
-0.18 0.07 -0.09
0.07 0.03 0.12
-0.03 -0.11 -0.08
0.00 0.22 0.12
-0.06 -0.09 -0.08
0.10 -0.03 0.18
0.09 -0.07 -0.06
-0.13 0.03 -0.24
0.04 0.00 0.03
-0.04 0.01 0.01
0.03 -0.03 0.01
-0.02 0.02 0.03
-0.01 0.03 0.00
-0.03 -0.01 -0.02
-0.02 -0.03 0.04
0.06 0.02 -0.03
0.26 -0.13 -0.05
0.07 -0.12 -0.32
-0.03 0.17 0.77
0.24 0.01 -0.01
-0.11 0.03 -0.08
-0.02 -0.10 -0.09
-0.02 -0.02 -0.06
-0.05 0.01 -0.03
-0.03 0.01 0.01
-0.02 0.01 0.00
-0.11 -0.01 0.08
-0.20 -0.03 -0.31
-0.08 0.03 0.02
-0.02 -0.03 -0.03
-0.03 -0.01 -0.01
-0.04 0.01 0.00
0.02 -0.02 -0.03

Computed Löwdin charges, given in elementary charges: Mg 0.33; C -0.23; Si 0.29; C -0.24; C -0.23; Si 0.34; Si 0.30; C -0.23; C -0.23; C -0.22; Si 0.30; C -0.22; C -0.23; C -0.23; H 0.03; H 0.02; H 0.01; H 0.02; H 0.01; H 0.01; H 0.02; H 0.00; H 0.02; H 0.02; H 0.01; H 0.02; H 0.02; H 0.03; H -0.03; H 0.01; H 0.02; H 0.02; H 0.01; H 0.01; H 0.03; H -0.01; H 0.02; H 0.01; H 0.01; H 0.01; H 0.02; C 0.01; C -0.28; C 0.02; C -0.31; N 0.11; C -0.85; S 0.61; N 0.11; C -0.02; H 0.09; H 0.09; H 0.08; H 0.12; H 0.14; H 0.08; H 0.08; H 0.09; C -0.08; C -0.75; O 0.05; S 0.99; C -0.56; C -0.09; C -0.02; C -0.26; C -0.04; C -0.10; C -0.16; C -0.10; H 0.09; H 0.06; H 0.09; H 0.10; H 0.12; H 0.12; H 0.11; S 0.52; C -1.11; S 0.94; C -1.12; N -0.01; N -0.14; C -0.18; C -0.05; C -0.09; C -0.11; C -0.10; C -0.02; S 0.44; H 0.03; H 0.10; H 0.09; H 0.10; H 0.10

---

Density functional theory data (ωB97M-V with the def2-TZVPD basis set) for a molecular structure, C33H47N2O4PPb.

As for the spin multiplicity: 1. The total charge is +2. The HOMO-LUMO gap comes out at 4.93 eV.

Positions of all 88 atoms, in Å:
Pb  0.333  0.638  0.578
C  0.386  1.323  4.194
C  1.706  0.721  4.244
C  1.761  -0.477  3.494
C  0.496  -0.710  3.039
C  -0.392  0.492  3.485
H  0.095  2.237  4.691
H  2.539  1.127  4.813
H  2.623  -1.119  3.387
H  0.108  -1.630  2.594
H  -1.462  0.537  3.339
C  3.824  1.371  1.043
C  4.026  0.285  0.016
C  5.123  -0.559  0.072
C  5.308  -1.541  -0.890
C  4.379  -1.702  -1.906
C  3.262  -0.880  -2.003
C  2.223  -1.128  -3.071
C  3.127  0.134  -1.047
N  1.991  0.993  -1.067
C  1.728  1.832  -1.986
C  2.669  2.167  -3.095
C  0.391  2.548  -1.928
C  0.071  3.569  -2.969
N  -0.402  2.244  -0.985
C  -1.737  2.736  -0.840
C  -2.736  2.249  -1.688
C  -2.439  1.228  -2.760
C  -4.029  2.719  -1.488
C  -4.319  3.621  -0.479
C  -3.313  4.062  0.369
C  -2.007  3.621  0.210
C  -0.902  4.129  1.106
H  4.598  1.323  1.807
H  2.849  1.276  1.554
H  3.851  2.368  0.597
H  5.849  -0.438  0.869
H  6.174  -2.190  -0.840
H  4.515  -2.484  -2.644
H  2.248  -2.174  -3.373
H  2.417  -0.536  -3.970
H  1.214  -0.907  -2.717
H  3.614  1.646  -2.976
H  2.856  3.242  -3.114
H  2.240  1.902  -4.065
H  0.829  4.354  -2.973
H  -0.902  4.016  -2.785
H  0.067  3.119  -3.965
H  -1.723  0.473  -2.420
H  -2.036  1.701  -3.662
H  -3.354  0.715  -3.051
H  -4.820  2.359  -2.138
H  -5.334  3.977  -0.345
H  -3.540  4.768  1.160
H  -1.314  4.730  1.913
H  -0.192  4.751  0.554
H  -0.328  3.311  1.560
C  -4.220  -2.612  1.266
C  -3.637  -1.231  0.989
C  -4.142  -0.646  -0.325
C  -3.995  -0.298  2.131
O  -2.141  -1.253  0.977
P  -1.231  -2.077  -0.072
O  -1.934  -2.837  -1.097
O  -0.294  -0.962  -0.648
O  -0.368  -2.888  0.992
C  0.804  -3.751  0.744
C  2.041  -2.915  1.041
C  0.851  -4.292  -0.681
C  0.673  -4.888  1.738
H  -5.307  -2.540  1.327
H  -3.836  -3.012  2.208
H  -3.967  -3.301  0.468
H  -5.228  -0.549  -0.296
H  -3.870  -1.303  -1.152
H  -3.706  0.345  -0.492
H  -5.078  -0.226  2.218
H  -3.603  0.708  1.936
H  -3.594  -0.677  3.075
H  2.118  -2.080  0.339
H  2.940  -3.525  0.954
H  1.992  -2.521  2.064
H  0.896  -3.481  -1.413
H  -0.034  -4.888  -0.895
H  1.735  -4.919  -0.795
H  0.616  -4.507  2.760
H  1.537  -5.549  1.658
H  -0.230  -5.464  1.531

Cartesian forces, eV/Å:
-0.29 -0.26 -0.26
0.40 0.00 0.15
-0.07 0.01 -0.02
0.11 0.31 0.35
-0.21 0.07 -0.04
-0.04 -0.14 -0.12
0.05 -0.07 -0.04
-0.11 -0.06 -0.02
-0.06 0.11 0.05
-0.05 0.24 -0.02
-0.01 -0.05 -0.12
0.00 -0.04 -0.08
-0.09 0.21 0.07
0.10 -0.04 0.07
-0.03 -0.02 -0.01
0.05 -0.07 -0.01
-0.26 0.03 -0.06
0.11 0.12 0.02
0.27 -0.16 0.02
-0.49 -0.07 0.24
0.33 0.06 -0.17
-0.06 -0.01 -0.06
-0.14 0.31 -0.22
0.03 -0.03 -0.05
0.18 -0.49 0.44
-0.35 0.11 0.02
0.18 -0.09 -0.17
0.04 0.14 0.00
-0.08 0.08 -0.06
-0.01 -0.02 -0.01
-0.03 0.04 0.07
0.23 0.07 0.07
-0.07 -0.03 -0.16
-0.04 0.01 -0.01
0.12 0.03 0.01
-0.01 -0.05 0.04
-0.05 -0.01 -0.04
-0.03 0.03 -0.01
-0.02 0.02 0.06
-0.01 0.01 0.00
0.00 -0.02 0.05
0.03 -0.04 -0.02
0.00 -0.02 0.01
-0.04 0.01 0.01
-0.03 0.01 0.05
0.02 -0.04 0.00
-0.01 -0.01 0.01
0.04 -0.02 0.03
-0.09 0.02 -0.03
-0.02 -0.03 0.07
0.03 0.00 0.00
0.05 0.02 0.06
0.07 -0.02 -0.01
0.01 -0.05 -0.05
0.02 -0.01 0.01
-0.02 -0.04 0.04
-0.01 0.05 0.02
0.49 0.05 -0.07
-0.42 0.14 0.04
0.38 -0.18 -0.05
0.38 0.15 0.01
-0.02 -0.08 -0.15
-0.79 -0.06 0.29
0.01 -0.13 0.00
0.49 0.41 -0.10
0.18 -0.04 -0.04
0.21 -0.24 -0.16
-0.16 0.16 0.18
-0.29 0.24 0.07
-0.14 0.02 0.06
0.07 0.03 0.03
-0.07 0.05 -0.03
0.01 -0.14 -0.15
0.03 0.00 0.04
-0.07 0.04 -0.01
-0.14 -0.25 0.13
0.02 0.00 0.03
-0.04 -0.04 0.06
-0.07 0.04 0.00
0.08 -0.01 -0.03
-0.01 0.03 -0.02
0.12 -0.29 -0.30
0.04 -0.03 0.00
0.00 0.00 -0.03
0.00 0.02 0.03
0.02 -0.04 -0.04
-0.03 0.00 0.02
0.05 0.01 0.03

Computed Löwdin charges, given in elementary charges: Pb 1.58; C -0.05; C 0.08; C -0.10; C -0.07; C -0.06; H 0.13; H 0.14; H 0.13; H 0.10; H 0.10; C -0.03; C -0.21; C -0.02; C -0.04; C -0.02; C -0.21; C -0.01; C -0.23; N 0.03; C -0.21; C 0.03; C -0.21; C 0.03; N 0.02; C -0.22; C -0.23; C -0.01; C -0.03; C -0.03; C -0.02; C -0.21; C -0.03; H 0.09; H 0.02; H 0.10; H 0.12; H 0.12; H 0.13; H 0.09; H 0.09; H 0.07; H 0.10; H 0.11; H 0.11; H 0.11; H 0.10; H 0.11; H 0.07; H 0.09; H 0.09; H 0.13; H 0.12; H 0.12; H 0.09; H 0.09; H 0.03; C -0.01; C -0.58; C -0.02; C -0.03; O -0.22; P 0.28; O -0.20; O -0.45; O -0.20; C -0.59; C -0.01; C -0.02; C -0.01; H 0.10; H 0.10; H 0.08; H 0.11; H 0.09; H 0.06; H 0.10; H 0.08; H 0.09; H 0.07; H 0.11; H 0.05; H 0.07; H 0.10; H 0.10; H 0.09; H 0.10; H 0.10